No. 1
Here is 3 unconnected molecules or ions with the total composition C18H41B2O12P2 in a non-equilibrium geometry from the Open Molecules 2025 dataset. Energies are from ωB97M-V/def2-TZVPD.

The net charge is -1. The HOMO-LUMO gap is 3.271 eV. Its highest occupied orbital energy is -0.1224 hartree. The calculation puts the energy at -2345.59638 hartree. As for the spin multiplicity: 1.

Element x y z (Å)
C -2.502 -3.347 -2.401
C -1.585 -4.152 -1.879
C -0.311 -5.030 -1.341
C 0.738 -5.586 -2.479
O 2.004 -4.823 -2.411
B 1.617 -3.693 -1.537
B 1.685 -2.128 -2.105
O 2.577 -1.183 -1.385
O 0.930 -1.568 -3.220
C 0.737 -2.529 -4.294
C 0.084 -1.678 -5.538
O 0.452 -3.993 -0.647
H -2.946 -2.488 -3.042
H -0.554 -5.769 -0.497
H 1.099 -6.631 -2.104
H 0.240 -5.536 -3.520
H 2.513 -3.705 -0.725
H 2.008 -0.918 -0.605
H -0.024 -3.366 -4.040
H 1.702 -3.032 -4.664
H 0.489 -0.600 -5.538
H 0.416 -2.172 -6.521
H -1.061 -1.639 -5.408
O 1.470 -0.488 2.566
P 2.357 -0.681 3.806
O 1.832 0.689 4.576
C 0.521 0.692 5.121
C 0.432 -0.200 6.345
O 3.709 -0.069 3.062
C 3.992 -0.440 1.714
C 3.678 0.720 0.789
O 3.337 -0.995 5.182
C 4.498 -0.260 5.551
C 4.210 1.119 6.115
H -0.203 0.383 4.362
H 0.287 1.723 5.401
H 0.608 -1.247 6.080
H -0.555 -0.122 6.807
H 1.189 0.075 7.083
H 3.439 -1.338 1.427
H 5.056 -0.685 1.649
H 2.666 1.102 0.944
H 3.780 0.422 -0.257
H 4.359 1.556 0.982
H 5.225 -0.217 4.737
H 4.978 -0.849 6.339
H 3.901 1.811 5.329
H 5.111 1.533 6.579
H 3.418 1.080 6.864
O -4.199 0.706 -1.508
P -4.050 2.206 -1.202
O -3.631 2.629 -2.747
C -4.639 2.609 -3.746
C -5.628 3.744 -3.553
O -2.532 2.028 -0.553
C -2.265 0.926 0.312
C -1.427 -0.107 -0.420
O -3.957 3.871 -0.793
C -2.757 4.631 -0.700
C -2.122 4.961 -2.038
H -5.151 1.643 -3.745
H -4.141 2.718 -4.714
H -6.180 3.625 -2.615
H -6.347 3.772 -4.375
H -5.113 4.706 -3.503
H -3.192 0.488 0.693
H -1.710 1.303 1.176
H -1.873 -0.388 -1.377
H -1.305 -1.009 0.184
H -0.437 0.300 -0.646
H -2.039 4.171 -0.017
H -3.045 5.575 -0.226
H -1.648 4.082 -2.479
H -1.345 5.721 -1.910
H -2.864 5.336 -2.744

Atoms 1-2, force components in eV/Å:
5.452 -3.492 1.847
-4.136 3.177 -3.182

---

No. 2
Here is 10 unconnected molecules or ions with the total composition C18H41B3BrN11O23S in a non-equilibrium geometry from the Open Molecules 2025 dataset. Energies are from ωB97M-V/def2-TZVPD.

The energy relative to the best compared isomer or geometry (same formula, charge and spin) comes out at 6.402 eV. The HOMO-LUMO gap is 8.639 eV. Its highest occupied orbital energy is -0.3330 hartree. The calculation puts the energy at -6089.21749 hartree. As for the spin multiplicity: 1.

Element x y z (Å)
C 5.118 -3.025 0.992
C 4.356 -1.772 1.699
C 3.340 -1.119 0.619
B 2.813 0.368 1.005
O 1.685 0.693 1.859
B 0.735 1.386 0.972
C -0.837 0.956 1.185
C -1.881 1.846 0.339
S -2.621 0.916 -1.133
C -3.832 -0.319 -0.466
N -4.129 -0.743 0.889
N -5.084 -1.700 0.709
C -5.447 -1.961 -0.659
O -4.627 -1.034 -1.417
O 1.183 2.351 -0.031
B 2.493 2.013 -0.552
C 2.954 2.070 -2.114
C 2.204 3.194 -2.985
O 2.788 4.295 -3.221
Br 0.397 2.778 -3.687
O 3.505 1.526 0.399
H 4.990 -2.959 -0.156
H 6.266 -2.992 1.179
H 4.715 -4.045 1.354
H 5.090 -0.921 2.002
H 3.733 -2.122 2.610
H 2.413 -1.795 0.411
H 3.902 -1.017 -0.397
H -0.980 -0.160 0.900
H -1.037 1.074 2.316
H -1.447 2.830 -0.078
H -2.808 2.143 0.979
H -6.192 -2.704 -1.118
H 2.728 1.053 -2.637
H 4.112 2.176 -2.158
C 10.164 -2.556 1.024
N 8.783 -3.066 0.817
O 8.323 -2.999 -0.314
O 8.208 -3.517 1.798
H 10.549 -2.189 0.074
H 10.110 -1.750 1.756
H 10.769 -3.385 1.391
C 2.621 -0.838 -5.272
N 2.279 -1.712 -4.119
O 1.862 -2.833 -4.369
O 2.441 -1.242 -3.002
H 2.428 -1.382 -6.196
H 1.991 0.050 -5.209
H 3.677 -0.582 -5.188
C -6.939 0.782 0.373
N -7.155 2.253 0.407
O -6.728 2.905 -0.534
O -7.746 2.703 1.380
H -6.406 0.526 -0.541
H -6.350 0.516 1.250
H -7.919 0.306 0.394
C -3.235 -4.624 -0.809
N -2.000 -5.063 -0.108
O -1.889 -6.256 0.140
O -1.186 -4.196 0.170
H -3.864 -5.494 -0.991
H -3.744 -3.909 -0.162
H -2.933 -4.163 -1.749
C -10.748 -1.270 1.233
N -9.519 -2.023 0.867
O -8.684 -1.440 0.186
O -9.434 -3.170 1.273
H -10.688 -0.269 0.806
H -11.600 -1.813 0.825
H -10.792 -1.223 2.321
C -8.875 3.907 3.983
N -10.059 4.441 4.707
O -10.079 5.640 4.943
O -10.928 3.636 5.013
H -8.190 4.727 3.776
H -8.405 3.164 4.626
H -9.231 3.460 3.056
C 4.883 -5.678 -2.551
N 4.668 -4.209 -2.491
O 5.099 -3.539 -3.421
O 4.075 -3.778 -1.514
H 5.419 -5.918 -3.468
H 5.469 -5.960 -1.676
H 3.903 -6.154 -2.541
C 7.004 2.320 2.607
N 5.626 1.797 2.407
O 5.157 1.854 1.275
O 5.059 1.344 3.393
H 7.383 2.687 1.654
H 6.947 3.128 3.336
H 7.618 1.498 2.975
C 1.848 6.681 -1.394
N 1.615 8.149 -1.352
O 2.034 8.811 -2.291
O 1.018 8.585 -0.378
H 2.385 6.435 -2.309
H 2.440 6.417 -0.518
H 0.874 6.192 -1.376

Atoms 1-2, force components in eV/Å:
0.728 0.488 0.002
-0.377 -0.100 -0.683

---

No. 3
Here is a molecular structure, C18H41OP3ReSe in a non-equilibrium geometry from the Open Molecules 2025 dataset. Energies are from ωB97M-V/def2-TZVPD.

The energy relative to the best compared isomer or geometry (same formula, charge and spin) comes out at 0.000 eV. The net charge is +4. The HOMO-LUMO gap (spin up / spin down) is 6.691 / 5.110 eV. Its highest occupied orbital energy (spin up / spin down) is -0.7697 / -0.7718 hartree. The calculation puts the energy at -4287.69232 hartree. As for the spin multiplicity: 4.

Element x y z (Å)
Re 0.205 -0.448 -0.078
P -1.066 -0.600 2.141
P 1.154 -2.380 0.165
P -1.848 -0.833 -0.969
H 0.748 3.403 0.522
C -0.334 3.207 0.358
C -1.220 3.118 1.376
H -0.844 3.063 2.403
C -0.414 0.177 3.692
C -1.290 -2.336 2.768
C -2.779 0.068 2.296
C 2.386 -2.412 -1.171
C 2.115 -2.710 1.686
C 0.147 -3.883 -0.027
C -2.951 0.639 -0.985
C -2.938 -2.222 -0.359
C -1.781 -1.310 -2.751
H -0.554 2.686 -0.604
H -2.270 2.871 1.177
H -0.238 1.251 3.547
H 0.518 -0.294 4.041
H -1.145 0.075 4.511
H -0.323 -2.842 2.892
H -1.917 -2.910 2.078
H -1.793 -2.304 3.748
H -2.804 1.119 1.995
H -3.118 0.018 3.340
H -3.513 -0.476 1.699
H 2.728 -3.451 -1.224
H 3.211 -1.721 -0.951
H 1.922 -2.117 -2.120
H 2.384 -3.774 1.594
H 1.553 -2.550 2.620
H 3.013 -2.070 1.694
H 0.895 -4.684 0.056
H -0.340 -3.889 -1.015
H -0.603 -3.969 0.775
H -3.436 0.605 -1.975
H -2.357 1.572 -0.881
H -3.718 0.592 -0.188
H -3.668 -2.335 -1.176
H -3.459 -2.001 0.593
H -2.312 -3.134 -0.269
H -2.738 -1.029 -3.208
H -1.590 -2.390 -2.827
H -0.968 -0.785 -3.268
C 1.785 2.629 -2.361
C 1.442 3.996 -2.293
C 1.310 4.662 -3.515
C 1.669 4.034 -4.722
C 2.369 2.803 -4.701
C 2.459 2.104 -3.485
Se 1.628 1.185 -0.967
H 0.139 -1.155 -1.569
H 1.257 4.510 -1.349
H 0.904 5.667 -3.562
H 1.475 4.473 -5.686
H 2.777 2.378 -5.619
H 2.976 1.127 -3.399
C 2.586 0.829 2.957
O 1.880 0.428 1.729
H 2.138 1.751 3.381
H 3.650 1.031 2.708
H 2.512 0.022 3.710
H 2.393 0.923 1.021

Atoms 1-2, force components in eV/Å:
-0.296 5.421 2.337
-1.424 -0.918 2.517

---

No. 4
Here is a molecular structure, C18H41OP3STi in a non-equilibrium geometry from the Open Molecules 2025 dataset. Energies are from ωB97M-V/def2-TZVPD.

The energy relative to the best compared isomer or geometry (same formula, charge and spin) comes out at 2.377 eV. The net charge is +3. The HOMO-LUMO gap (spin up / spin down) is 5.989 / 5.661 eV. Its highest occupied orbital energy (spin up / spin down) is -0.5511 / -0.5395 hartree. The calculation puts the energy at -3056.33287 hartree. As for the spin multiplicity: 2.

Element x y z (Å)
Ti -0.897 1.286 0.992
P -2.660 -0.045 -0.280
P -0.129 -0.943 2.026
P 2.827 -2.254 -2.277
H 2.219 2.476 -2.044
C 1.647 1.918 -2.794
C 0.242 2.245 -3.120
H -0.163 3.156 -2.681
C -4.315 0.522 0.205
C -2.796 -1.837 0.030
C -2.710 -0.055 -2.118
C 1.464 -0.692 2.900
C -1.251 -1.215 3.443
C 0.163 -2.635 1.395
C 3.840 -1.844 -3.720
C 1.453 -3.397 -2.556
C 3.687 -2.837 -0.789
H 2.253 1.624 -3.638
H -0.068 2.105 -4.159
H -4.400 1.595 0.010
H -4.454 0.351 1.274
H -5.101 -0.004 -0.341
H -2.748 -2.044 1.103
H -1.970 -2.351 -0.471
H -3.733 -2.247 -0.364
H -2.429 0.921 -2.531
H -3.719 -0.305 -2.476
H -2.006 -0.806 -2.505
H 1.564 -1.452 3.687
H 1.503 0.309 3.349
H 2.311 -0.785 2.208
H -0.956 -2.133 3.968
H -2.290 -1.308 3.111
H -1.189 -0.361 4.128
H 0.357 -3.293 2.258
H 1.035 -2.656 0.729
H -0.692 -3.039 0.849
H 4.794 -2.395 -3.751
H 4.055 -0.760 -3.650
H 3.255 -2.007 -4.640
H 1.752 -4.268 -3.155
H 0.638 -2.870 -3.069
H 1.053 -3.757 -1.597
H 4.662 -3.292 -1.014
H 3.078 -3.588 -0.268
H 3.841 -1.990 -0.110
C 0.462 1.616 -0.499
C 1.320 1.437 0.625
C 1.577 2.551 1.474
C 0.811 3.709 1.377
C -0.252 3.764 0.470
C -0.456 2.731 -0.460
S 0.596 0.618 -2.054
H 2.264 -0.959 -2.149
H 1.883 0.510 0.720
H 2.393 2.494 2.199
H 1.017 4.546 2.044
H -0.934 4.611 0.395
H -1.207 2.811 -1.232
C -2.467 2.837 3.272
O -1.258 2.202 2.813
H -3.293 2.436 2.683
H -2.383 3.917 3.126
H -2.607 2.603 4.332
H -0.484 2.524 3.319

Atoms 1-2, force components in eV/Å:
-0.521 -1.501 1.431
-0.315 -0.345 -0.548

---

No. 5
Here is a molecular structure, C18H42AlCl16NO3P from the Open Molecules 2025 dataset. Energies are from ωB97M-V/def2-TZVPD.

The net charge is -1. The HOMO-LUMO gap is 5.295 eV. Its highest occupied orbital energy is -0.1292 hartree. The calculation puts the energy at -8938.41263 hartree. As for the spin multiplicity: 1.

Element x y z (Å)
C -2.980 -1.999 -2.791
P -2.434 -0.965 -4.231
O -0.926 -1.696 -4.570
Al -2.029 1.119 -3.075
N -2.816 2.520 -4.030
C -0.027 1.472 -2.984
O 0.524 0.811 -1.862
O 1.992 0.792 -1.973
H -2.099 -2.397 -2.277
H -3.490 -1.336 -2.088
H -3.654 -2.812 -3.070
H -0.223 -1.095 -4.298
H -2.792 1.012 -1.646
H -3.815 2.330 -4.084
H -2.522 2.522 -5.004
H 0.470 1.105 -3.895
H 0.193 2.548 -2.933
H 2.212 1.421 -1.270
Cl -5.419 -4.540 0.346
C -3.642 -4.345 0.312
C -3.163 -3.344 1.329
Cl -3.640 -1.681 0.911
H -3.364 -4.045 -0.696
H -3.215 -5.322 0.534
H -2.074 -3.359 1.358
H -3.546 -3.549 2.324
Cl -0.847 3.754 -0.595
C -2.048 4.824 0.152
C -2.541 4.299 1.477
Cl -3.503 2.807 1.310
H -2.858 4.945 -0.563
H -1.570 5.789 0.323
H -3.180 5.043 1.949
H -1.704 4.076 2.135
Cl -4.305 -5.358 4.039
C -4.114 -4.921 5.756
C -3.080 -5.765 6.453
Cl -3.598 -7.465 6.632
H -5.088 -5.015 6.228
H -3.803 -3.877 5.782
H -2.912 -5.377 7.456
H -2.141 -5.766 5.906
Cl -2.841 -0.885 4.899
C -2.759 0.451 3.703
C -1.738 1.484 4.082
Cl -2.197 2.403 5.550
H -3.755 0.878 3.630
H -2.496 0.006 2.747
H -1.648 2.198 3.270
H -0.768 1.034 4.274
Cl -0.266 1.220 -7.046
C 1.449 0.940 -7.425
C 2.336 1.032 -6.208
Cl 2.472 2.707 -5.615
H 1.754 1.671 -8.171
H 1.514 -0.059 -7.854
H 3.343 0.710 -6.473
H 1.967 0.418 -5.390
Cl 0.889 1.235 1.244
C 2.097 -0.069 1.340
C 3.444 0.433 1.781
Cl 4.177 1.497 0.541
H 2.143 -0.527 0.354
H 1.734 -0.807 2.054
H 4.125 -0.405 1.923
H 3.374 1.008 2.701
Cl 3.107 -3.222 0.890
C 4.559 -3.686 -0.031
C 5.748 -3.918 0.864
Cl 6.325 -2.409 1.624
H 4.752 -2.897 -0.753
H 4.320 -4.606 -0.562
H 6.573 -4.312 0.274
H 5.510 -4.615 1.663
Cl 3.194 6.435 -0.012
C 4.412 5.134 -0.006
C 5.762 5.622 0.450
Cl 6.520 6.741 -0.718
H 4.456 4.717 -1.009
H 4.060 4.365 0.679
H 6.434 4.772 0.556
H 5.691 6.145 1.400

Atoms 1-2, force components in eV/Å:
0.045 0.138 0.186
-0.192 -0.208 -0.254

---

No. 6
Here is 2 unconnected molecules or ions with the total composition C18H42BFN4O5P2 in a non-equilibrium geometry from the Open Molecules 2025 dataset. Energies are from ωB97M-V/def2-TZVPD.

The energy relative to the best compared isomer or geometry (same formula, charge and spin) comes out at 1.122 eV. The HOMO-LUMO gap is 3.052 eV. Its highest occupied orbital energy is -0.1349 hartree. The calculation puts the energy at -2113.58860 hartree. As for the spin multiplicity: 1.

Element x y z (Å)
C 2.418 -2.041 5.515
O 1.986 -0.703 5.267
B 2.129 -0.353 3.942
O 3.391 -0.299 3.430
C 0.809 0.007 3.065
P 1.415 1.158 1.726
N 0.104 1.955 1.032
O 2.250 2.300 2.587
C 0.427 -1.289 2.330
N -0.661 -2.018 3.029
C -1.882 -1.209 3.382
C -2.963 -1.354 2.298
C -2.487 -1.133 0.851
C -2.104 -2.421 0.123
F -1.215 -2.079 -0.881
P -2.580 -2.117 4.848
O -2.315 -3.565 4.721
C -1.598 0.241 3.836
C -2.353 1.317 3.025
N -0.189 0.554 4.028
H 1.624 -2.772 5.324
H 2.690 -2.112 6.563
H 3.288 -2.332 4.928
H 3.420 -0.585 2.502
H 0.237 2.020 0.009
H -0.049 2.890 1.399
H 2.979 2.606 2.029
H 0.231 -1.126 1.272
H 1.288 -1.953 2.345
H -0.265 -2.341 3.917
H -0.984 -2.861 2.548
H -3.286 -2.402 2.357
H -3.843 -0.785 2.551
H -3.326 -0.710 0.305
H -1.696 -0.398 0.738
H -2.965 -2.846 -0.384
H -1.583 -3.159 0.741
H -1.993 -1.545 6.000
H -3.943 -1.755 4.883
H -2.060 0.328 4.830
H -2.167 1.265 1.961
H -2.090 2.301 3.401
H -3.409 1.195 3.255
H -0.072 1.557 4.042
C 2.615 2.524 -4.304
C 1.120 2.224 -4.085
C 0.416 2.154 -5.448
C 0.741 0.912 -6.280
C 1.105 -0.304 -5.418
C 0.571 -0.253 -3.980
N 1.062 0.953 -3.349
O 0.642 1.074 -2.021
C 1.173 -1.453 -3.247
C -0.960 -0.414 -3.983
C 0.516 3.414 -3.348
H 3.127 2.611 -3.344
H 2.765 3.465 -4.852
H 3.104 1.729 -4.870
H -0.665 2.190 -5.291
H 0.650 3.050 -6.032
H -0.120 0.677 -6.911
H 1.563 1.124 -6.969
H 0.760 -1.215 -5.917
H 2.195 -0.391 -5.377
H 2.258 -1.350 -3.174
H 0.956 -2.384 -3.784
H 0.770 -1.547 -2.238
H -1.247 -1.358 -4.461
H -1.467 0.389 -4.521
H -1.350 -0.432 -2.964
H 0.644 4.323 -3.944
H 1.002 3.582 -2.388
H -0.552 3.274 -3.174

Atoms 1-2, force components in eV/Å:
0.321 0.052 0.560
-0.292 -0.637 -0.583